Below is a cluster of 2 separate species, C3H4F2O in total at a distorted geometry, with properties calculated with ωB97M-V with the def2-TZVPD basis set.

Geometry as XYZ:
```
10
Properties=species:S:1:pos:R:3:forces:R:3
F 1.550 0.067 0.720 1.865 -0.584 1.208
F 0.399 -1.299 -0.604 0.175 1.242 0.814
O -1.802 -0.225 0.034 0.153 0.625 4.870
C 0.466 -0.055 -0.013 1.464 0.335 -0.437
C 0.141 1.128 -0.809 -0.681 0.074 0.904
C -0.732 0.570 0.514 -0.861 -1.058 -3.796
H 0.619 2.124 -1.004 -0.322 -1.298 1.053
H -1.870 -1.127 1.842 -0.240 1.063 -3.110
H -0.379 0.740 -1.603 -1.259 -0.314 -2.336
H -0.745 1.297 1.291 -0.294 -0.084 0.830
```
Positions in Å, forces in eV/Å.

* HOMO-LUMO gap: 0.2499 Eh
* highest occupied orbital energy: -9.7 eV
* M: 94.1 g/mol
* LUMO energy: -2.8992 eV
* energy above the lowest of the compared OMol25 structures with the same formula, charge and spin: 165.4 kcal/mol

Atomic partial charges in e from the Löwdin method, atoms 1 to 6:
1. F 0.124
2. F 0.091
3. O -0.077
4. C -0.610
5. C 0.081
6. C -0.277



Below is a cluster of 9 separate species, C16H42O13 in total at a distorted geometry, with properties calculated with ωB97M-V with the def2-TZVPD basis set.

Geometry as XYZ:
```
71
Properties=species:S:1:pos:R:3:forces:R:3
O -0.523 -1.131 -2.126 -0.344 0.155 0.318
O -5.465 2.323 -1.767 -0.512 1.701 0.249
O 2.447 -0.430 -3.007 -1.924 0.010 -0.150
O -0.842 4.402 0.954 -1.809 0.603 0.116
O -1.412 3.794 -1.081 1.895 -0.810 -1.480
O -7.042 1.009 -0.765 3.217 0.657 -0.391
O 2.733 -3.245 -1.900 -0.363 -0.757 -1.570
O 0.293 0.450 0.303 -0.044 0.462 0.444
O 4.258 1.888 2.034 -0.226 1.977 -1.488
O -4.928 0.336 -1.188 1.334 -2.383 0.678
O -3.060 4.086 0.336 1.595 -0.180 0.495
O -3.740 -3.769 -1.116 -0.065 -3.762 -0.811
O -1.247 0.525 2.826 -0.410 1.233 -1.019
C -3.258 -2.122 0.397 0.556 1.005 -0.096
C 0.439 4.131 0.369 -1.210 -1.698 1.865
C -1.502 -0.714 3.424 0.894 0.767 -0.186
C 2.989 -3.329 -0.529 0.135 0.211 0.538
C -1.874 4.045 0.114 -1.456 1.687 1.552
C -4.253 2.101 -2.479 0.333 -1.147 0.788
C -3.891 -2.438 -0.947 -0.381 1.487 0.473
C -5.881 1.213 -1.135 -3.691 0.525 -0.715
C -3.711 0.851 -1.746 -0.574 0.209 -0.614
C 3.468 -0.285 2.451 -0.095 -1.292 -0.283
C 1.995 -2.452 0.140 -0.012 0.600 -0.132
C 3.681 1.072 2.987 0.055 -0.268 1.131
C -0.365 -0.889 4.415 -0.242 -0.713 -0.352
C 3.636 0.275 -3.042 1.072 0.269 1.061
C 0.007 3.584 -0.973 1.598 0.086 -1.702
C 4.212 0.459 -1.613 0.511 0.304 -1.144
H 2.974 -0.984 3.125 0.369 0.034 0.442
H 4.440 -0.672 2.142 -0.080 -0.487 -0.191
H 3.653 1.148 -0.980 -0.538 -0.086 -0.244
H 5.136 1.000 -1.817 0.556 -0.321 0.541
H 3.994 -2.920 -0.430 0.272 -0.467 0.837
H 4.377 1.143 3.823 -0.328 -0.663 0.602
H -0.653 -2.003 -2.498 -0.134 -0.279 -0.044
H 0.386 -0.914 -2.336 0.561 0.274 -0.276
H -4.949 -2.181 -1.003 0.008 0.436 0.118
H 0.603 -0.930 3.916 -0.070 -0.311 -0.568
H 2.670 -1.362 -2.954 -0.006 -0.353 0.133
H -3.326 0.145 -2.482 0.060 -0.145 0.348
H -2.177 -2.219 0.289 0.169 -0.018 -0.007
H -4.472 -4.215 -0.684 0.124 -0.253 0.008
H 3.593 1.289 -3.441 -0.963 -0.014 -0.221
H 0.240 2.547 -1.217 -0.243 -0.197 0.804
H 0.753 3.379 1.092 0.893 -0.409 -0.620
H -3.450 -1.119 0.777 -0.158 0.032 0.027
H 0.986 -2.724 -0.167 -0.064 -0.217 0.458
H 0.592 4.109 -1.728 -0.738 0.467 -0.462
H 4.351 -0.470 -1.059 0.271 -0.043 -0.173
H -3.012 0.978 -0.919 0.065 0.410 -0.204
H -4.559 1.821 -3.487 0.335 0.193 -0.187
H 4.253 -0.254 -3.768 0.870 0.023 0.442
H 2.901 -4.138 -2.208 -0.061 0.155 -0.727
H -3.534 2.919 -2.452 -0.552 0.233 0.103
H -3.538 -2.863 1.146 -0.335 0.074 -0.056
H 4.860 1.440 1.436 -0.086 -0.388 0.247
H 2.170 -2.421 1.216 -0.382 0.117 -0.083
H -0.519 -1.858 4.890 0.301 0.314 0.951
H -3.400 -2.042 -1.836 0.151 0.857 0.355
H -0.673 0.400 2.067 0.261 0.112 -0.204
H -0.242 0.032 4.986 -0.567 -0.453 0.758
H 1.147 4.954 0.468 -0.505 0.331 -0.609
H 2.771 -0.272 1.613 0.296 0.344 -0.261
H -0.363 -0.026 -0.205 -0.309 -0.361 -0.451
H 2.173 -1.484 -0.329 -0.047 0.370 0.363
H 2.696 1.403 3.317 0.120 0.862 -0.151
H -2.502 -0.594 3.841 0.118 -0.530 0.427
H 1.127 0.056 0.048 0.196 -0.106 -0.050
H 2.854 -4.354 -0.185 0.526 -0.098 0.104
H -1.500 -1.487 2.655 -0.192 -0.380 0.149
```
Positions in Å, forces in eV/Å.

* HOMO-LUMO gap: 0.3581 Eh
* highest occupied orbital energy: -9.7 eV
* M: 442.5 g/mol
* LUMO energy: 0.0373 eV
* SMILES: O=C1OCCO1.O=C1OCCO1.CCO.CCO.CCO.CCO.CCO.O.O

Atomic partial charges in e from the Löwdin method, atoms 1 to 6:
1. O -0.041
2. O 0.060
3. O -0.084
4. O 0.045
5. O 0.074
6. O 0.111



Below is a structure of composition C18H15Cl3MnN4S2Si, with properties calculated with ωB97M-V with the def2-TZVPD basis set.

Geometry as XYZ:
```
44
Properties=species:S:1:pos:R:3:forces:R:3
Mn -0.679 -0.432 -0.405 0.077 -0.139 -0.222
Cl -0.152 -3.353 -2.958 -0.019 0.028 0.051
Cl 1.342 -3.566 0.013 -0.048 0.073 -0.052
Cl 2.604 -1.717 -2.373 -0.160 0.138 0.103
S -0.167 1.263 -1.987 -0.065 -0.018 0.013
S -3.937 1.250 2.093 0.065 -0.104 0.033
Si 0.772 -2.219 -1.486 0.152 -0.034 -0.029
N 0.988 0.203 0.879 -0.045 -0.113 0.067
N -2.134 -1.828 0.269 0.241 0.206 -0.035
N 2.332 1.652 -2.885 -0.159 -0.048 -0.094
N 2.342 1.259 -0.761 -0.042 -0.147 0.077
C -2.929 0.189 1.182 -0.197 0.068 0.061
C 2.776 1.604 1.583 0.114 0.098 -0.022
C -3.217 -3.937 0.518 -0.105 -0.021 0.060
C 2.002 1.012 0.598 -0.087 -0.024 -0.006
C 1.530 1.346 -1.853 0.297 0.099 0.038
C 2.522 1.295 2.905 0.036 0.026 0.018
C 3.661 1.483 -1.154 -0.006 -0.021 0.159
C 3.644 1.738 -2.467 0.006 -0.033 -0.172
C 1.863 1.773 -4.260 -0.054 -0.003 -0.104
C -1.927 2.239 0.850 0.055 0.033 -0.022
C -2.960 2.588 1.668 -0.043 -0.005 -0.006
C 1.493 0.418 3.206 -0.033 -0.042 0.087
C -1.904 0.849 0.559 0.064 -0.024 -0.027
C 0.743 -0.085 2.168 0.051 0.050 -0.073
C -4.203 -3.350 1.301 0.073 0.035 -0.044
C -4.141 -1.991 1.552 -0.048 0.020 0.041
C -3.099 -1.245 1.021 -0.071 0.031 0.003
C -2.205 -3.143 0.025 0.079 -0.058 -0.049
H 4.485 1.394 -0.472 -0.030 -0.004 -0.021
H 1.379 0.846 -4.563 0.030 -0.020 0.040
H -0.096 -0.742 2.354 -0.028 -0.034 0.018
H -1.428 -3.576 -0.588 -0.035 0.038 0.034
H -3.207 3.571 2.038 -0.018 -0.028 -0.012
H -3.224 -4.992 0.287 -0.012 0.010 0.012
H -4.894 -1.490 2.147 -0.014 -0.057 -0.001
H -1.217 2.958 0.463 -0.018 -0.025 -0.004
H 1.264 0.141 4.225 -0.009 0.004 -0.020
H 3.116 1.739 3.692 0.003 0.007 -0.023
H 3.554 2.302 1.311 -0.022 0.003 0.061
H 2.717 1.966 -4.903 0.034 0.004 0.039
H 1.148 2.588 -4.348 0.024 0.031 0.039
H 4.451 1.943 -3.147 -0.031 -0.009 -0.020
H -5.011 -3.945 1.704 -0.001 0.012 0.004
```
Positions in Å, forces in eV/Å.

* HOMO-LUMO gap (alpha / beta): 0.2591 / 0.2830 Eh
* highest occupied orbital energy (alpha / beta): -11.0 / -11.2 eV
* 2S+1: 5
* M: 540.9 g/mol
* LUMO energy (alpha / beta): -3.9323 / -3.4683 eV
* energy above the lowest of the compared OMol25 structures with the same formula, charge and spin: 12.2 kcal/mol
* charge: +1
* <S²>: 6.1363

Atomic partial charges in e from the Löwdin method, atoms 1 to 6:
1. Mn 0.521
2. Cl 0.225
3. Cl 0.198
4. Cl 0.240
5. S 0.763
6. S 1.070



Below is a cluster of 3 separate species, C16H33ClO7S in total, with properties calculated with ωB97M-V with the def2-TZVPD basis set.

Geometry as XYZ:
```
58
Properties=species:S:1:pos:R:3:forces:R:3
Cl 1.698 1.220 -3.544 -0.038 -0.011 0.025
S -0.664 0.327 3.005 0.335 0.062 0.188
O -0.940 0.340 -1.952 0.068 0.318 0.007
O 2.889 -3.835 0.346 -0.063 0.222 0.003
O -2.383 -1.390 -1.887 0.074 0.276 0.205
O -4.267 1.521 -2.322 -0.017 -0.075 -0.121
O -1.940 -0.172 -0.036 0.301 -0.216 0.270
O -1.909 2.264 -1.121 0.466 0.366 0.145
O 2.883 -0.029 1.516 -0.158 0.080 0.025
C -1.815 -0.495 -1.336 -0.285 -0.203 -0.356
C -1.641 -2.006 3.938 -0.212 -0.130 -0.144
C -0.763 1.479 -1.054 -0.493 -0.142 0.063
C 4.282 -1.432 2.919 0.050 0.046 -0.081
C -0.870 1.408 1.575 -0.468 0.170 -0.045
C 0.524 2.235 -1.308 0.510 -0.341 -0.316
C -2.031 -0.851 2.995 -0.115 -0.250 -0.039
C -2.253 2.825 -2.384 -0.327 0.057 -0.125
C 3.055 1.970 -1.287 -0.103 -0.159 -0.081
C -0.816 0.694 0.257 0.300 -0.163 -0.484
C 1.722 1.374 -1.743 -0.064 0.186 0.073
C -3.739 2.714 -4.399 0.093 -0.177 -0.142
C 0.521 -3.808 0.924 0.006 0.084 0.074
C 1.610 -3.311 -0.007 -0.023 -0.275 0.033
C 2.934 -0.763 2.744 0.104 -0.182 -0.118
C -3.213 1.944 -3.179 0.092 -0.134 -0.233
H 0.437 -4.896 0.879 -0.033 0.001 -0.056
H 2.127 -1.503 2.757 -0.011 0.016 0.074
H 1.690 -2.225 0.058 0.047 0.018 -0.017
H -4.748 3.078 -4.205 0.107 0.108 0.095
H 0.068 0.043 0.225 0.092 0.145 0.358
H -2.964 -0.390 3.320 0.091 0.102 -0.077
H -2.664 1.066 -3.532 -0.003 0.088 0.113
H -2.315 -2.069 4.793 0.130 0.047 0.000
H 3.840 1.730 -2.003 -0.005 -0.012 0.116
H 1.613 0.352 -1.382 0.048 0.027 -0.045
H -1.715 -2.948 3.389 0.051 0.001 0.140
H -2.169 -1.239 1.990 -0.038 0.140 0.022
H 3.322 1.545 -0.315 -0.041 0.200 -0.010
H -1.737 2.068 1.669 -0.004 -0.201 -0.118
H 0.390 2.992 -2.080 -0.108 0.041 0.129
H 0.022 2.042 1.626 -0.075 -0.043 0.004
H -3.088 3.554 -4.660 -0.098 -0.016 0.059
H -3.782 2.065 -5.277 -0.066 0.055 0.099
H -0.447 -3.377 0.659 -0.007 -0.018 -0.018
H 0.798 2.762 -0.391 -0.148 -0.060 0.055
H -4.449 0.592 -2.502 0.012 0.119 0.084
H 1.380 -3.570 -1.045 -0.057 0.096 -0.016
H 4.467 -2.129 2.099 -0.028 -0.069 0.049
H 0.755 -3.534 1.954 -0.021 0.027 -0.003
H 2.745 -0.052 3.546 -0.060 0.093 -0.084
H 2.832 -4.793 0.285 0.074 -0.031 0.016
H 2.986 3.057 -1.200 0.049 -0.092 -0.057
H 4.331 -1.984 3.859 -0.022 -0.011 -0.005
H -0.616 -1.919 4.301 -0.061 0.025 0.037
H 5.077 -0.684 2.910 -0.003 0.006 0.048
H -2.724 3.792 -2.177 0.000 -0.147 0.092
H -1.380 3.015 -3.015 0.061 -0.040 0.087
H 3.046 -0.661 0.807 0.096 -0.024 0.003
```
Positions in Å, forces in eV/Å.

* HOMO-LUMO gap: 0.3476 Eh
* highest occupied orbital energy: -8.8 eV
* M: 405.0 g/mol
* LUMO energy: 0.6503 eV
* SMILES: CCSC[C@H]1OC(=O)O[C@@]1(C[C@H](C)Cl)OC[C@H](C)O.CCO.CCO
* energy above the lowest of the compared OMol25 structures with the same formula, charge and spin: 0.0 kcal/mol

Atomic partial charges in e from the Löwdin method, atoms 1 to 6:
1. Cl 0.621
2. S 0.903
3. O 0.091
4. O -0.082
5. O 0.165
6. O -0.013



Below is a cluster of 2 separate species, C8H9Cl3Si in total at a distorted geometry, with properties calculated with ωB97M-V with the def2-TZVPD basis set.

Geometry as XYZ:
```
21
Properties=species:S:1:pos:R:3:forces:R:3
Cl -3.030 0.862 -1.266 0.252 1.042 -0.673
Cl -0.958 3.337 0.062 0.482 -0.353 -0.131
Cl -2.583 -1.014 1.272 -0.155 -0.091 -0.122
Si -2.868 -1.027 -0.749 -1.000 -3.077 -0.430
C 2.143 -0.317 2.199 1.639 -2.479 1.147
C 0.159 1.936 -0.094 -2.114 3.049 2.005
C -3.390 -2.459 -1.644 0.860 2.646 1.121
C 1.982 -0.061 -0.205 -1.152 -1.783 -0.649
C 0.596 1.419 1.093 1.771 -1.045 1.321
C 0.480 1.536 -1.304 2.417 -5.142 -1.823
C 1.502 0.321 1.032 0.013 2.777 0.634
C 1.321 0.333 -1.346 -0.573 3.484 1.539
H 1.536 -0.104 -2.255 0.470 -0.719 -1.859
H 2.683 -0.901 -0.238 -0.127 0.362 -0.145
H 0.122 1.790 -2.252 -0.886 1.113 -0.864
H 0.445 2.003 2.030 -0.270 -0.960 -0.754
H 1.420 -1.108 2.592 1.070 0.625 -0.524
H -3.108 -2.734 -2.624 0.172 0.408 -1.073
H 3.131 -0.874 1.743 -2.419 1.217 1.703
H -4.003 -3.184 -1.192 -0.129 -0.953 1.152
H 2.422 0.246 3.147 -0.323 -0.120 -1.574
```
Positions in Å, forces in eV/Å.

* HOMO-LUMO gap: 0.2897 Eh
* highest occupied orbital energy: -8.2 eV
* M: 239.6 g/mol
* LUMO energy: -0.2952 eV
* SMILES: Cc1cccc(Cl)c1.C=[Si](Cl)Cl
* energy above the lowest of the compared OMol25 structures with the same formula, charge and spin: 105.1 kcal/mol

Atomic partial charges in e from the Löwdin method, atoms 1 to 6:
1. Cl 0.366
2. Cl 0.590
3. Cl 0.270
4. Si -0.208
5. C -0.074
6. C -0.680



Question: What is the formula in the third record?
Answer: C18H15Cl3MnN4S2Si